Entry from the OMol25 dataset: a structure of composition C11H14InO4PS2 in a non-equilibrium geometry (wB97M-V/def2-TZVPD).

```
! RIJCOSX wB97M-V def2-TZVPD def2/J DEFGRID3
* xyz 2 1
C 1.748 2.409 -3.016
C 1.133 1.368 -2.054
S -0.182 0.375 -2.808
C -1.705 0.883 -2.046
C -1.915 0.225 -0.639
O -0.683 -0.142 -0.229
C -0.725 -1.196 0.754
O -1.768 -1.453 1.290
C 0.539 -1.900 1.082
C 1.554 -1.260 1.760
C 2.664 -2.000 2.059
C 2.772 -3.323 1.701
C 1.762 -3.924 0.991
C 0.632 -3.214 0.676
P -2.591 1.453 0.646
O -3.409 0.714 1.799
O -1.398 2.327 1.265
S -3.845 2.702 -0.233
H 2.042 1.920 -3.945
H 1.030 3.215 -3.157
H 2.643 2.794 -2.520
H 0.690 1.898 -1.200
H 1.872 0.689 -1.617
H -1.653 1.976 -1.922
H -2.556 0.593 -2.671
H 1.475 -0.217 2.046
H 3.486 -1.552 2.607
H 3.650 -3.904 1.955
H 1.806 -4.960 0.677
H -0.189 -3.651 0.120
H -3.074 0.907 2.689
H -1.301 2.188 2.224
In -4.503 4.059 1.717
*
```

Lowest unoccupied orbital energy in eV: -10.69



Entry from the OMol25 dataset: a structure of composition C11H14LuN2OP in a non-equilibrium geometry (wB97M-V/def2-TZVPD).

```
! RIJCOSX wB97M-V def2-TZVPD def2/J DEFGRID3
* xyz 0 1
C 1.119 -1.161 -3.529
C 2.263 -1.818 -2.953
C 1.871 -2.864 -2.095
C 0.463 -2.883 -2.093
C -0.084 -1.866 -2.947
Lu 0.051 0.433 -1.516
P -0.922 2.464 -2.763
H 1.075 -0.530 -4.430
H 3.308 -1.679 -3.256
H 2.522 -3.390 -1.375
H -1.092 -1.793 -3.386
H -0.096 -3.693 -1.621
H -2.231 2.175 -3.400
H 0.019 3.000 -3.782
H -1.066 3.410 -1.636
N -1.204 2.543 4.463
C -1.039 2.424 3.099
O -1.267 3.365 2.363
C -0.591 1.082 2.540
C -0.349 -0.041 3.327
C 0.075 -1.251 2.766
C 0.241 -1.357 1.387
N -0.033 -0.263 0.589
C -0.409 0.938 1.159
H -1.457 3.461 4.803
H -0.929 1.863 5.154
H -0.494 0.035 4.402
H 0.265 -2.112 3.411
H 0.569 -2.267 0.867
H -0.576 1.775 0.453
*
```

Relative energy (zero: lowest compared OMol25 entry of this formula, charge and spin) in eV: 0.0000
Lowest unoccupied orbital energy (spin up / spin down) in eV: -0.56 / -0.56



Entry from the OMol25 dataset: the ion C11H14N with charge +1 in a non-equilibrium geometry (wB97M-V/def2-TZVPD).

```
! RIJCOSX wB97M-V def2-TZVPD def2/J DEFGRID3
* xyz 1 1
C 2.423 0.138 -2.486
C 3.112 1.105 -1.783
C 1.276 -0.530 -2.036
C 2.585 1.611 -0.634
C -0.155 -0.847 -0.080
C 0.827 1.367 1.065
C 0.779 -0.182 -0.723
C 1.380 0.951 -0.027
C -3.096 -0.774 0.109
C -0.601 -1.095 2.276
C -2.134 0.210 0.871
N -0.818 -0.333 1.063
H 2.900 -0.109 -3.510
H 3.964 1.656 -2.236
H 0.547 -1.005 -2.741
H 2.915 2.649 -0.374
H -0.483 -1.793 -0.296
H 0.712 2.010 1.888
H -4.080 -0.287 0.242
H -2.832 -0.733 -0.937
H -2.895 -1.808 0.447
H -0.361 -0.378 3.132
H -1.512 -1.548 2.614
H 0.214 -1.727 2.159
H -2.669 0.393 1.866
H -1.998 1.060 0.130
*
```

Relative energy (zero: lowest compared OMol25 entry of this formula, charge and spin) in eV: 5.7580
Lowest unoccupied orbital energy (spin up / spin down) in eV: -5.19 / -5.19



Entry from the OMol25 dataset: a cluster of 2 separate species, C11H14N2 in total in a non-equilibrium geometry (wB97M-V/def2-TZVPD).

```
! RIJCOSX wB97M-V def2-TZVPD def2/J DEFGRID3
* xyz 0 1
C 2.941 -2.814 0.781
C 2.494 -2.987 -0.624
C 1.563 -3.693 -1.372
N 1.541 -3.015 -2.650
C 2.233 -1.819 -2.549
N 2.756 -1.793 -1.304
H 2.305 -2.454 1.481
H 3.818 -2.227 0.704
H 3.182 -3.724 1.425
H 0.886 -4.501 -1.247
H 1.020 -3.314 -3.518
H 2.157 -1.108 -3.357
C -1.110 2.932 -0.976
C -1.734 2.735 0.380
C -2.875 1.844 0.341
C -3.235 1.383 1.638
C -2.388 1.653 2.705
C -1.487 2.673 2.623
C -1.239 3.333 1.440
H -0.069 3.206 -0.899
H -1.639 3.684 -1.633
H -1.060 1.965 -1.526
H -3.291 1.439 -0.511
H -4.218 1.062 1.818
H -2.637 1.146 3.736
H -0.728 2.813 3.494
H -0.791 4.235 1.398
*
```

SMILES: Cc1c[nH]cn1.Cc1ccccc1
Relative energy (zero: lowest compared OMol25 entry of this formula, charge and spin) in eV: 3.1405
Lowest unoccupied orbital energy in eV: 0.78



Entry from the OMol25 dataset: a cluster of 2 separate species, C11H14N2O in total in a non-equilibrium geometry (wB97M-V/def2-TZVPD).

```
! RIJCOSX wB97M-V def2-TZVPD def2/J DEFGRID3
* xyz -1 2
C 4.813 -0.831 0.089
C 1.957 -2.770 1.132
C 3.526 -1.324 0.631
C 2.532 -0.560 1.224
N 3.192 -2.677 0.525
N 1.584 -1.501 1.658
H 1.297 -3.630 1.137
H 0.879 -1.262 2.311
H 2.418 0.332 1.699
H 5.444 -0.222 0.936
H 4.736 0.034 -0.540
H 5.368 -1.554 -0.596
C -3.657 0.506 -2.700
C -3.495 1.320 -0.316
C -2.795 0.939 -1.503
C -2.930 1.397 0.942
C -1.582 1.274 0.900
C -1.374 0.650 -1.446
C -0.838 0.834 -0.167
O -0.765 1.417 2.040
H -4.551 1.358 -0.417
H -3.535 1.692 1.843
H -4.575 1.185 -3.063
H -3.788 -0.608 -2.523
H -0.647 0.404 -2.172
H -0.409 2.277 2.057
H 0.260 0.728 -0.087
H -3.062 0.591 -3.593
*
```

Relative energy (zero: lowest compared OMol25 entry of this formula, charge and spin) in eV: 3.3913
<S²>: 0.7530
Lowest unoccupied orbital energy (spin up / spin down) in eV: 3.43 / 3.39



Entry from the OMol25 dataset: a cluster of 2 separate species, C11H14N2O in total in a non-equilibrium geometry (wB97M-V/def2-TZVPD).

```
! RIJCOSX wB97M-V def2-TZVPD def2/J DEFGRID3
* xyz 0 1
C -4.347 0.300 0.248
N -5.471 0.568 0.025
C 3.188 2.312 -2.734
O 2.087 2.766 -1.921
C 1.263 1.834 -1.356
C 0.202 2.365 -0.587
C -0.667 1.534 0.074
C -0.485 0.122 0.041
C -1.333 -0.724 0.863
N -0.881 -1.694 1.639
C -1.828 -2.621 2.268
C 0.553 -1.976 1.792
C 0.516 -0.402 -0.805
C 1.391 0.424 -1.482
H 3.687 3.218 -3.082
H 3.863 1.711 -2.111
H 2.794 1.736 -3.581
H 0.108 3.446 -0.545
H -1.476 1.957 0.672
H -2.429 -0.601 0.798
H -1.267 -3.398 2.779
H -2.490 -2.104 2.974
H -2.463 -3.081 1.502
H 0.640 -2.725 2.586
H 0.948 -2.400 0.862
H 1.114 -1.061 2.033
H 0.597 -1.483 -0.878
H 2.186 -0.025 -2.074
*
```

Relative energy (zero: lowest compared OMol25 entry of this formula, charge and spin) in eV: 4.8153
Lowest unoccupied orbital energy in eV: -1.15



Entry from the OMol25 dataset: the molecule C11H14N2O in a non-equilibrium geometry (wB97M-V/def2-TZVPD).

```
! RIJCOSX wB97M-V def2-TZVPD def2/J DEFGRID3
* xyz 0 1
N 3.134 0.996 -0.181
C 1.690 1.089 -0.380
C 0.773 0.188 0.475
C 0.016 0.751 1.676
C -0.734 -0.607 2.128
C -1.802 -1.064 1.248
C -1.311 -0.983 -0.157
C -2.185 -1.376 -1.149
C -1.872 -1.085 -2.413
C -0.754 -0.335 -2.816
C 0.168 -0.044 -1.821
C -0.141 -0.340 -0.485
N 1.384 0.684 -1.892
O 1.429 1.824 -2.637
H 3.680 1.695 -0.623
H 3.369 0.079 -0.519
H 1.438 2.148 -0.126
H 1.593 -0.505 0.918
H -0.620 1.554 1.550
H 0.683 0.994 2.439
H -1.189 -0.462 3.094
H 0.130 -1.314 2.225
H -2.719 -0.461 1.304
H -2.238 -2.032 1.639
H -3.215 -1.705 -0.965
H -2.596 -1.468 -3.086
H -0.608 -0.216 -3.869
H 2.147 1.757 -3.401
*
```

SMILES: N[C@@H]1[C@H]2CCCc3cccc(c32)N1O
Relative energy (zero: lowest compared OMol25 entry of this formula, charge and spin) in eV: 3.8538
Lowest unoccupied orbital energy in eV: 0.79



Entry from the OMol25 dataset: a structure of composition C11H14N2O4S2Se2Ti in a non-equilibrium geometry (wB97M-V/def2-TZVPD).

```
! RIJCOSX wB97M-V def2-TZVPD def2/J DEFGRID3
* xyz -2 1
Ti -0.221 -0.048 0.083
O -6.046 1.668 -0.559
C -5.414 1.801 0.729
C -3.997 1.223 0.707
C -3.432 1.459 2.111
O -3.287 2.843 2.417
C -4.096 -0.273 0.428
Se -2.430 -1.335 0.480
C -3.208 1.945 -0.392
Se -1.288 2.291 -0.087
H -6.890 2.124 -0.515
H -6.003 1.270 1.487
H -5.346 2.853 1.016
H -2.482 0.936 2.226
H -4.128 1.032 2.843
H -2.451 3.103 1.998
H -4.551 -0.422 -0.549
H -4.743 -0.741 1.176
H -3.639 2.930 -0.565
H -3.280 1.385 -1.323
S 2.007 1.228 -1.180
C 1.064 0.417 -2.321
C 1.375 0.340 -3.710
C 0.516 -0.262 -4.570
C -0.686 -0.813 -4.087
C -0.944 -0.727 -2.748
N -0.105 -0.130 -1.880
H 2.299 0.787 -4.049
H 0.752 -0.307 -5.629
H -1.395 -1.295 -4.745
H -1.840 -1.139 -2.303
O 1.307 -0.671 0.758
O 0.419 -1.759 0.415
S 0.116 0.930 2.957
C 1.188 0.861 4.227
N 1.920 0.826 5.139
*
```

Relative energy (zero: lowest compared OMol25 entry of this formula, charge and spin) in eV: 1.2740
Lowest unoccupied orbital energy in eV: 4.43



Record-wise E_tot values, in hartree: -2055.704952 -2189.005721 -481.855618 -536.954637 -612.186483 -612.173786 -612.209121 -7286.808051